a:
Here is C2H6N2Si in the gas phase from the Open Molecules 2025 dataset. Energies are from the ωB97M-V functional and the def2-TZVPD basis.

Structure (ORCA input):
```
! RIJCOSX wB97M-V def2-TZVPD def2/J DEFGRID3
* xyz 0 1
C 0.01757 -0.77714 0.38582
C -0.17250 0.71059 0.77671
N 1.23455 -0.73339 -0.38913
N 1.47109 0.71536 -0.39006
Si -1.46741 0.11236 -0.42178
H -0.08010 -1.58415 1.10742
H 0.03972 1.20801 1.70205
H 2.01732 -1.15206 0.11821
H 1.12546 1.07699 -1.28010
H -1.42556 0.56145 -1.80044
H -2.76014 -0.13801 0.19130
*
```

E_LUMO (eV): 0.50
Molecular weight (g/mol): 86.170
Highest occupied orbital energy (eV): -8.1957
Orbital gap (eV): 8.70


b:
Here is C2H6N2Si in the gas phase from the Open Molecules 2025 dataset. Energies are from the ωB97M-V functional and the def2-TZVPD basis.

Structure (ORCA input):
```
! RIJCOSX wB97M-V def2-TZVPD def2/J DEFGRID3
* xyz 0 1
C 1.06750 -0.54481 -1.26163
C 0.52774 1.41810 0.31462
N 0.21912 -1.33461 -0.85848
N -0.68598 0.78517 0.63353
Si -0.84548 -0.90659 0.41271
H 1.76249 -0.71015 -2.06150
H 1.40979 0.88963 0.68686
H 0.72388 2.33809 -0.13514
H -1.52314 1.22523 0.57881
H -2.15825 -1.58015 0.08039
H -0.49767 -1.57991 1.60983
*
```

E_LUMO (spin up / spin down) (eV): 0.71 / 0.84
Molecular weight (g/mol): 86.170
Highest occupied orbital energy (spin up / spin down) (eV): -7.0893 / -7.2916
Orbital gap (spin up / spin down) (eV): 7.80 / 8.13


The data favor b; the next most stable structure lies 56.2 kcal/mol above it.


a:
Here is 2 unconnected molecules or ions with the total composition C3H10NO from the Open Molecules 2025 dataset. Energies are from the ωB97M-V functional and the def2-TZVPD basis.

Structure (ORCA input):
```
! RIJCOSX wB97M-V def2-TZVPD def2/J DEFGRID3
* xyz 0 2
C 1.50442 -1.74791 0.87507
O 0.47318 -1.29678 1.75197
H 1.23473 -2.69857 0.43123
H 2.42020 -1.86377 1.43938
H 1.66497 -0.93807 0.17829
H -0.00479 -2.02123 2.18559
C -0.42576 1.60237 -0.72524
C -0.60904 1.73717 -2.09857
N -0.96837 0.34219 -0.12199
H -0.14107 2.31856 0.04004
H -0.57810 2.70685 -2.58402
H -0.37008 0.88790 -2.74729
H -0.92183 -0.36367 -0.84743
H -1.97835 0.45862 0.07785
H -0.48120 0.02767 0.72558
*
```

E_LUMO (spin up / spin down) (eV): 0.39 / 0.26
Molecular weight (g/mol): 76.119
Highest occupied orbital energy (spin up / spin down) (eV): -4.0269 / -7.6073
Orbital gap (spin up / spin down) (eV): 4.41 / 7.87


b:
Here is 2 unconnected molecules or ions with the total composition C3H10NO from the Open Molecules 2025 dataset. Energies are from the ωB97M-V functional and the def2-TZVPD basis.

Structure (ORCA input):
```
! RIJCOSX wB97M-V def2-TZVPD def2/J DEFGRID3
* xyz 0 2
C 0.63016 1.36348 -1.21821
C -0.66176 0.97131 -0.50622
C -0.10059 0.57353 1.84507
N -0.41110 0.04282 0.63408
H 0.93638 0.74343 -2.06011
H 1.45123 1.35345 -0.49710
H 0.52006 2.40989 -1.50941
H -1.49475 0.55960 -1.08844
H -1.05116 1.86494 -0.01495
H 0.79710 0.25334 2.36350
H -0.89551 0.99147 2.45700
H 0.10816 -0.76115 0.27871
H -0.02764 -3.03850 -1.15503
H 0.72619 -2.93980 0.18233
O 0.32476 -2.41654 -0.51520
*
```

E_LUMO (spin up / spin down) (eV): 0.61 / 0.61
Molecular weight (g/mol): 76.119
Highest occupied orbital energy (spin up / spin down) (eV): -6.2770 / -8.9387
Orbital gap (spin up / spin down) (eV): 6.89 / 9.55


The data favor b; the next most stable structure lies 49.7 kcal/mol above it.


a:
Here is C4H7IO2S in the gas phase from the Open Molecules 2025 dataset. Energies are from the ωB97M-V functional and the def2-TZVPD basis.

Structure (ORCA input):
```
! RIJCOSX wB97M-V def2-TZVPD def2/J DEFGRID3
* xyz 0 1
C -0.48066 -0.92525 -0.64590
C -0.30891 -0.90309 0.89598
C -0.71300 0.41009 -1.13460
C 0.80082 0.11314 1.08296
O 1.47729 1.98624 -0.64766
O -0.58703 2.27216 0.72249
S 0.32706 1.42239 -0.01856
I 3.02098 -0.93778 0.21775
H 0.34527 -1.37533 -1.04013
H -1.30753 -1.48547 -0.92622
H -1.24446 -0.44675 1.45162
H -0.27011 -1.85814 1.17137
H -0.43937 0.38915 -2.16990
H -1.78783 0.74701 -0.93820
H 1.16750 0.59162 1.97898
*
```

E_LUMO (eV): -1.51
SMILES: O=S1(=O)CCC[C@H]1I
Molecular weight (g/mol): 246.069
Highest occupied orbital energy (eV): -9.6554
Orbital gap (eV): 8.14


b:
Here is a molecular structure, C4H7IO2S from the Open Molecules 2025 dataset. Energies are from the ωB97M-V functional and the def2-TZVPD basis.

Structure (ORCA input):
```
! RIJCOSX wB97M-V def2-TZVPD def2/J DEFGRID3
* xyz 0 1
C 0.09544 -0.12648 1.23711
C -0.13566 0.93100 -0.81910
C -0.23768 -0.46959 -0.21493
C 0.65091 -1.51885 -0.85405
O -1.70633 1.92128 1.17978
O 0.66902 2.54928 1.23582
S -0.34736 1.61053 0.86723
I -2.31436 -1.11466 -0.31366
H -0.46744 -0.63665 2.01129
H 1.16203 -0.17692 1.44295
H 0.86914 1.16375 -1.16353
H -0.86949 1.20490 -1.56934
H 0.37923 -1.67207 -1.89658
H 0.56166 -2.46971 -0.33230
H 1.69089 -1.19582 -0.81068
*
```

E_LUMO (eV): 0.14
Molecular weight (g/mol): 246.069
Highest occupied orbital energy (eV): -9.7512
Orbital gap (eV): 9.89


The data favor b; the next most stable structure lies 28.7 kcal/mol above it.